(1)
Formula: C6H10O
Source: the Open Molecules 2025 dataset
Level of theory: ωB97M-V/def2-TZVPD

Geometry (Å):
C1 -1.81339 1.07036 1.50234
C2 -0.71503 0.20849 0.88731
C3 -1.10499 -0.55488 -0.34791
C4 -0.26237 -0.91712 -1.32638
C5 1.16737 -0.59783 -1.41150
C6 2.00092 -0.42017 -0.37727
O1 3.28139 0.01956 -0.46114
H1 -2.10098 1.88446 0.82873
H2 -2.71093 0.48775 1.73700
H3 -1.45276 1.51973 2.43405
H4 -0.35123 -0.49888 1.64735
H5 0.14249 0.84712 0.64070
H6 -2.15573 -0.83151 -0.44726
H7 -0.67124 -1.45597 -2.18107
H8 1.57239 -0.46382 -2.41643
H9 1.73764 -0.63326 0.65315
H10 3.43643 0.33601 -1.36167

As for the structure (SMILES): CC/C=C\C=C\O. The calculation puts the energy above the lowest of the compared OMol25 structures with the same formula, charge and spin at 0.8605 eV. The value obtained for the total energy is -309.81075 Ha. For the frontier orbital gap, the calculation gives 9.1 eV. As for the HOMO energy: -8.2 eV. The spin multiplicity is 1.


(2)
Formula: C6H10O
Source: the Open Molecules 2025 dataset
Level of theory: ωB97M-V/def2-TZVPD

Geometry (Å):
C1 2.49030 -0.10928 0.15673
C2 1.12711 0.52279 -0.11050
C3 -0.03138 -0.19496 0.57981
O1 -0.97301 0.72105 1.20450
C4 -2.05285 0.08873 0.53037
C5 -1.92430 0.26527 -0.94336
C6 -1.15488 -0.82779 -0.24062
H1 2.53379 -1.14548 -0.19705
H2 2.71278 -0.11130 1.22987
H3 3.28601 0.44828 -0.34782
H4 0.93804 0.56826 -1.19026
H5 1.12399 1.55645 0.25111
H6 0.33667 -0.89229 1.34558
H7 -2.97530 -0.07655 1.07782
H8 -2.76407 -0.07917 -1.54112
H9 -1.41160 1.14600 -1.32640
H10 -1.26132 -1.88003 -0.47864

The calculation puts the energy above the lowest of the compared OMol25 structures with the same formula, charge and spin at 1.7806 eV. The value obtained for the total energy is -309.77694 Ha. For the frontier orbital gap, the calculation gives 10.4 eV. As for the HOMO energy: -9.2 eV. The spin multiplicity is 1.